# 1
ORCA calculation (wB97M-V/def2-TZVPD) on an isolated molecule of C21H26N2O5.

ORCA input file:
```
! RIJCOSX wB97M-V def2-TZVPD def2/J DEFGRID3
* xyz 0 1
C 5.446 -2.235 -0.209
C 4.771 -0.948 0.241
O 3.439 -1.190 0.699
C 2.477 -1.251 -0.223
O 2.661 -1.096 -1.403
C 1.124 -1.483 0.415
C 0.033 -1.601 -0.650
C -1.271 -2.093 0.005
N -1.232 -1.889 1.433
C -1.837 -0.905 2.133
O -1.721 -0.821 3.343
C -2.679 0.105 1.354
C -1.837 0.886 0.401
C -2.033 1.155 -0.948
C -3.160 0.802 -1.797
O -3.451 1.315 -2.855
O -3.919 -0.201 -1.297
N -0.982 1.922 -1.426
C -0.726 2.285 -2.799
C 0.050 1.188 -3.527
C -0.097 2.116 -0.412
C 1.139 2.763 -0.402
C 1.826 2.812 0.787
C 1.310 2.243 1.960
C 0.098 1.598 1.964
C -0.616 1.513 0.762
C -0.244 -2.717 2.099
C 1.079 -2.724 1.312
H 4.918 -2.651 -1.063
H 6.472 -2.028 -0.496
H 5.442 -2.964 0.599
H 5.288 -0.507 1.095
H 4.734 -0.230 -0.586
H 0.939 -0.605 1.045
H 0.357 -2.302 -1.421
H -0.107 -0.635 -1.129
H -2.137 -1.599 -0.426
H -1.383 -3.171 -0.158
H -3.499 -0.396 0.844
H -3.099 0.780 2.105
H -4.666 -0.354 -1.897
H -0.153 3.215 -2.796
H -1.679 2.461 -3.298
H 0.966 0.939 -2.995
H -0.558 0.289 -3.610
H 0.306 1.521 -4.529
H 1.549 3.209 -1.295
H 2.787 3.304 0.824
H 1.884 2.315 2.872
H -0.298 1.160 2.867
H -0.105 -2.297 3.097
H -0.631 -3.737 2.206
H 1.150 -3.616 0.685
H 1.922 -2.724 2.001
*
```

Output
**ΔE to the lowest compared entry with this formula, charge and spin**: 6.1 kcal/mol
**SMILES string**: CCOC(=O)C1CCN(C(=O)Cc2c(C(=O)O)n(CC)c3ccccc23)CC1
**Calculated total energy**: -35418.88942 eV
**Frontier orbital gap**: 8.314 eV

***

# 2
ORCA calculation (wB97M-V/def2-TZVPD) on an isolated molecule of C21H26N2O5S.

ORCA input file:
```
! RIJCOSX wB97M-V def2-TZVPD def2/J DEFGRID3
* xyz 0 1
C -3.961 -3.271 -1.498
C -4.873 -3.053 -0.297
C -4.729 -1.653 0.320
O -5.094 -0.704 -0.663
C -5.352 0.585 -0.270
C -5.918 1.408 -1.243
C -6.202 2.727 -0.956
C -5.926 3.243 0.301
C -5.361 2.428 1.263
C -5.067 1.102 0.987
C -3.292 -1.468 0.830
O -2.938 -1.914 1.898
N -2.511 -0.797 -0.056
C -1.168 -0.446 0.040
C -0.604 0.261 -1.026
C 0.725 0.628 -0.987
C 1.490 0.295 0.115
S 3.217 0.732 0.123
O 3.413 1.908 -0.676
O 3.691 0.734 1.481
N 3.839 -0.584 -0.708
C 4.854 -0.360 -1.712
C 6.275 -0.309 -1.110
C 6.613 1.037 -0.454
C 7.420 0.623 0.774
C 6.727 -0.686 1.140
O 6.404 -1.305 -0.099
C 0.945 -0.398 1.177
C -0.386 -0.773 1.147
H -4.160 -4.245 -1.937
H -4.146 -2.511 -2.253
H -2.914 -3.236 -1.206
H -4.652 -3.784 0.483
H -5.914 -3.177 -0.603
H -5.401 -1.585 1.187
H -6.129 0.987 -2.214
H -6.643 3.355 -1.716
H -6.151 4.274 0.526
H -5.138 2.821 2.244
H -4.615 0.491 1.753
H -2.980 -0.503 -0.906
H -1.216 0.519 -1.879
H 1.184 1.182 -1.790
H 4.140 -1.302 -0.062
H 4.623 0.584 -2.205
H 4.789 -1.178 -2.436
H 6.997 -0.550 -1.904
H 7.162 1.688 -1.130
H 5.696 1.539 -0.147
H 7.374 1.352 1.578
H 8.462 0.440 0.506
H 7.356 -1.382 1.698
H 5.812 -0.477 1.711
H 1.569 -0.626 2.026
H -0.827 -1.313 1.968
*
```

Output
**ΔE to the lowest compared entry with this formula, charge and spin**: 58.5 kcal/mol
**SMILES string**: CC[C@H](Oc1ccccc1)C(=O)Nc1ccc(S(=O)(=O)NC[C@H]2CCCO2)cc1
**Calculated total energy**: -46252.01907 eV
**Frontier orbital gap**: 9.431 eV

***

# 3
ORCA calculation (wB97M-V/def2-TZVPD) on an isolated molecule of C21H26N2O6S.

ORCA input file:
```
! RIJCOSX wB97M-V def2-TZVPD def2/J DEFGRID3
* xyz 0 1
C 3.980 -4.282 0.746
C 4.160 -4.483 -0.752
O 3.339 -3.567 -1.481
C 2.067 -3.898 -1.672
O 1.588 -4.976 -1.438
C 1.286 -2.711 -2.207
C 1.290 -1.634 -1.106
N 1.005 -2.270 0.164
S 1.439 -1.472 1.551
O 2.763 -0.963 1.348
O 1.195 -2.384 2.628
C 0.284 -0.113 1.678
C 0.642 1.157 1.276
C -0.289 2.179 1.304
C -1.586 1.918 1.745
N -2.577 2.898 1.797
C -2.515 4.216 1.420
C -3.819 4.939 1.683
O -1.546 4.744 0.935
C -1.929 0.631 2.165
C -0.994 -0.384 2.128
C 0.357 -0.492 -1.426
C 0.866 0.723 -1.876
C 0.034 1.791 -2.121
C -1.343 1.679 -1.913
O -2.068 2.797 -2.153
C -3.451 2.803 -1.871
C -3.947 4.227 -2.070
C -1.861 0.462 -1.486
C -1.013 -0.608 -1.254
H 4.697 -4.892 1.288
H 2.974 -4.564 1.046
H 4.126 -3.236 1.005
H 5.182 -4.257 -1.063
H 3.898 -5.506 -1.042
H 0.268 -3.029 -2.433
H 1.758 -2.317 -3.106
H 2.308 -1.251 -0.991
H 0.122 -2.749 0.234
H 1.654 1.333 0.950
H -0.025 3.173 0.985
H -3.453 2.585 2.194
H -4.640 4.453 1.161
H -3.734 5.965 1.338
H -4.033 4.942 2.750
H -2.930 0.431 2.520
H -1.233 -1.382 2.459
H 1.930 0.828 -2.026
H 0.421 2.738 -2.460
H -3.980 2.113 -2.545
H -3.624 2.479 -0.834
H -5.004 4.294 -1.831
H -3.383 4.899 -1.429
H -3.795 4.529 -3.102
H -2.922 0.330 -1.335
H -1.440 -1.545 -0.925
*
```

Output
**ΔE to the lowest compared entry with this formula, charge and spin**: 0.4 kcal/mol
**SMILES string**: CCOC(=O)C[C@H](NS(=O)(=O)c1ccc(NC(C)=O)cc1)c1ccc(OCC)cc1
**Calculated total energy**: -48300.28452 eV
**Frontier orbital gap**: 8.775 eV